DFT (wB97M-V/def2-TZVPD) results for 2 unconnected molecules or ions with the total composition CH5OPS at a distorted geometry.

Geometry as ORCA input:
```
! wB97M-V def2-TZVPD RIJCOSX def2/J DEFGRID3
* xyz 0 1
C -0.78731 -0.96100 -0.37297
O 0.46149 -0.35798 -0.87438
P 1.44225 0.58652 0.02268
S 1.65478 2.30343 -1.23262
H -0.99562 -1.90310 -1.04838
H -1.61559 -0.32895 -0.52209
H -0.87551 -1.18866 0.68847
H -0.11800 1.56507 1.21739
H 2.54873 2.70479 -0.39659
*
```

The relative energy (zero: lowest compared OMol25 entry of this formula, charge and spin) comes out at 75.4 kcal per mole. Its largest force on an atom is 3.34 eV/Å. The calculation puts the lowest unoccupied orbital energy at -0.13 eV. The value obtained for the electronic energy is -23286.96850 eV.

DFT (wB97M-V/def2-TZVPD) results for 2 unconnected molecules or ions with the total composition CH5OS at a distorted geometry.

Geometry as ORCA input:
```
! wB97M-V def2-TZVPD RIJCOSX def2/J DEFGRID3
* xyz -1 1
C -0.14071 -0.33897 1.25104
S 0.36377 -1.87200 0.29506
H -0.00088 -0.61109 2.29165
H 0.36792 0.59283 1.01882
H -1.19489 -0.20006 1.00212
H -0.40942 0.39215 -1.67436
H 0.96799 0.89320 -2.11238
O 0.04622 1.14394 -2.07195
*
```

The relative energy (zero: lowest compared OMol25 entry of this formula, charge and spin) comes out at 6.9 kcal per mole. Its largest force on an atom is 1.36 eV/Å. The calculation puts the lowest unoccupied orbital energy at 4.46 eV. The value obtained for the electronic energy is -14001.50735 eV.